Computed, not measured: the molecule C4H10N2, with the ωB97M-V functional and the def2-TZVPD basis.

The geometry in XYZ format:
```
16
C4H10N2, DFT the ωB97M-V functional and the def2-TZVPD basis
N -1.16 -1.77 1.76
N 0.41 -0.69 0.34
C 0.75 1.17 -1.27
C 0.70 -0.37 -1.11
C -0.07 2.06 -0.24
C -0.82 -0.85 0.89
H 0.01 -0.71 -1.85
H -0.46 2.95 -0.72
H 1.64 -0.89 -1.47
H -0.42 -2.44 1.61
H -1.09 1.64 0.01
H 0.54 2.32 0.63
H 1.15 -0.41 0.95
H 1.67 1.61 -1.40
H 0.32 1.46 -2.27
H -1.51 -0.32 0.17
```

## Properties
energy relative to the best compared isomer or geometry (same formula, charge and spin)	231.8	kJ/mol
structure (SMILES)	[H]/N=C\NCCC
HOMO energy	-8.907	eV
orbital gap	9.792	eV
DFT total energy	-267.8371	a.u.